(1)
51
Properties=species:S:1:pos:R:3:nbo_charge:R:1 method="wB97M-V/def2-TZVPD" spin_multiplicity=1 relative_energy_kcal_mol=38.9 gap_ev="5.8754 / 5.4575"
C -1.27 -1.84 1.63 -0.23
C -1.08 -2.39 0.38 -0.21
C 0.29 -2.25 -0.03 -0.19
H -1.84 -2.88 -0.23 0.22
C 1.00 -1.54 0.95 -0.42
C 0.06 -1.37 2.16 0.02
H 0.36 -1.86 3.10 0.23
H -2.18 -1.77 2.18 0.22
H 0.71 -2.66 -0.95 0.23
H 2.08 -1.55 1.10 0.26
In 0.82 0.92 0.81 0.81
Cl 3.08 1.51 0.50 -0.70
P -0.02 0.46 -2.69 0.86
C 1.22 -0.64 -3.31 -0.28
C 0.92 -1.44 -4.43 -0.23
H -0.08 -1.40 -4.85 0.22
C 1.91 -2.24 -4.98 -0.22
H 1.68 -2.84 -5.87 0.22
C 3.19 -2.27 -4.41 -0.21
H 3.97 -2.89 -4.86 0.21
C 3.49 -1.51 -3.27 -0.20
H 4.49 -1.54 -2.82 0.22
C 2.50 -0.70 -2.70 -0.23
H 2.71 -0.09 -1.81 0.25
C -1.64 -0.07 -3.18 -0.35
C -2.02 -1.42 -3.00 -0.24
H -1.31 -2.14 -2.59 0.22
C -3.29 -1.83 -3.40 -0.14
H -3.57 -2.89 -3.31 0.20
C -4.18 -0.89 -3.93 -0.25
H -5.17 -1.21 -4.26 0.21
C -3.83 0.47 -4.03 -0.20
H -4.54 1.20 -4.44 0.22
C -2.58 0.89 -3.62 -0.21
H -2.28 1.94 -3.68 0.23
C 0.31 2.12 -3.27 -0.27
C 0.91 2.26 -4.53 -0.22
H 1.16 1.37 -5.10 0.22
C 1.14 3.54 -5.03 -0.21
H 1.57 3.64 -6.03 0.22
C 0.82 4.67 -4.26 -0.20
H 1.01 5.66 -4.66 0.21
C 0.28 4.53 -2.97 -0.20
H 0.03 5.41 -2.38 0.22
C 0.03 3.25 -2.46 -0.22
H -0.38 3.12 -1.45 0.23
C -0.28 0.52 3.80 -0.26
O 0.05 0.05 2.50 -0.64
H 0.66 0.72 4.33 0.19
H -0.86 -0.26 4.28 0.19
H -0.86 1.44 3.68 0.21

---

(2)
181
Properties=species:S:1:pos:R:3:mulliken_charge:R:1 method="wB97M-V/def2-TZVPD" spin_multiplicity=6 gap_ev="7.8231 / 8.1695" s2=8.753
Mn 1.67 -28.40 10.15 0.79
C -1.98 -26.39 11.47 1.16
C -1.44 -26.92 10.15 1.78
O -0.12 -27.27 10.04 1.61
H -2.04 -27.22 12.20 -0.70
H -3.02 -26.09 11.33 -0.18
H -1.41 -25.57 11.92 -0.44
H -1.66 -26.16 9.38 -1.16
H -2.13 -27.75 9.87 -0.79
B 1.43 -29.28 8.05 0.75
H 1.48 -30.23 7.31 -0.22
H 0.80 -29.62 8.97 -0.55
H 2.49 -29.01 8.49 -0.46
H 0.91 -28.33 7.54 -0.30
C -5.75 -27.90 15.63 -0.44
O -5.70 -26.58 15.17 -0.45
C -4.96 -26.43 13.98 0.79
C -5.16 -25.05 13.43 -0.59
N -6.56 -24.91 13.00 -0.13
C -6.92 -23.52 12.77 -0.48
C -8.25 -23.31 12.09 -0.68
O -9.42 -23.65 12.82 -0.41
C -9.66 -25.02 12.98 -0.59
H -4.76 -28.36 15.55 -0.41
H -6.48 -28.48 15.05 0.35
H -6.10 -27.91 16.66 0.37
H -5.33 -27.18 13.25 0.44
H -3.91 -26.70 14.12 -0.94
H -4.53 -24.88 12.55 0.30
H -4.93 -24.31 14.21 0.40
H -7.13 -25.27 13.76 0.19
H -6.17 -23.11 12.08 0.34
H -6.91 -22.84 13.64 0.34
H -8.31 -23.82 11.12 0.35
H -8.37 -22.25 11.86 0.38
H -9.57 -25.60 12.06 0.29
H -10.69 -25.12 13.31 0.28
H -9.03 -25.47 13.76 0.18
C 3.93 -21.53 13.50 -0.93
O 2.64 -22.05 13.38 -0.21
C 2.36 -23.13 14.26 -0.60
C 0.90 -23.49 14.13 0.61
N 0.40 -24.23 15.25 -0.23
C -0.92 -24.73 15.04 1.01
C -1.43 -25.37 16.32 -0.56
O -1.76 -24.36 17.25 -0.38
C -2.70 -24.77 18.20 -0.61
H 4.06 -21.05 14.47 0.30
H 4.09 -20.77 12.74 0.35
H 4.71 -22.29 13.36 0.30
H 2.75 -22.90 15.27 0.47
H 2.98 -23.98 13.91 0.02
H 0.81 -24.07 13.21 -0.50
H 0.37 -22.53 13.96 0.39
H 0.50 -23.77 16.15 0.41
H -1.00 -25.55 14.33 -0.70
H -1.66 -23.96 14.78 0.09
H -0.69 -26.04 16.76 0.33
H -2.31 -25.96 16.04 0.05
H -2.40 -25.70 18.71 0.24
H -3.66 -25.00 17.72 0.20
H -2.86 -24.02 18.97 0.30
C 7.22 -29.19 12.54 -0.89
O 6.18 -28.91 11.61 -0.15
C 5.95 -29.98 10.73 -0.77
C 4.67 -29.66 9.97 -0.75
N 3.50 -29.59 10.89 0.36
C 2.89 -30.94 11.01 -1.18
C 1.68 -30.93 11.93 -0.54
O 0.71 -30.04 11.36 0.18
C -0.62 -30.33 11.65 -0.62
H 6.92 -29.99 13.22 0.35
H 7.30 -28.30 13.17 0.24
H 8.17 -29.44 12.06 0.31
H 5.84 -30.92 11.29 0.36
H 6.74 -30.08 9.97 0.49
H 4.51 -30.35 9.16 0.45
H 4.80 -28.64 9.60 0.11
H 3.90 -29.39 11.80 0.24
H 3.64 -31.65 11.38 0.52
H 2.53 -31.29 10.04 0.28
H 1.91 -30.66 12.97 0.24
H 1.20 -31.92 11.94 0.56
H -0.94 -30.23 12.69 0.20
H -0.91 -31.35 11.36 0.46
H -1.30 -29.72 11.06 -0.25
C -0.16 -25.24 6.43 -0.89
C 0.11 -24.43 7.68 -0.09
O 1.00 -25.12 8.55 -0.70
O -0.80 -26.46 6.70 -0.50
H 0.82 -25.44 5.97 0.34
H -0.73 -24.65 5.71 0.45
H -0.83 -24.23 8.22 -0.15
H 0.56 -23.47 7.40 0.47
H 0.49 -25.77 9.10 -0.38
H -0.22 -27.01 7.26 -0.20
C -3.57 -25.30 7.48 -1.20
C -4.87 -25.49 8.27 1.01
C -5.38 -24.19 8.83 -0.25
O -5.59 -23.28 7.76 -0.39
C -6.02 -22.03 8.21 -0.71
N -5.95 -26.12 7.44 -0.70
H -3.18 -26.22 7.05 0.48
H -2.85 -24.76 8.10 -0.49
H -3.76 -24.60 6.66 0.63
H -4.69 -26.22 9.07 -0.23
H -4.68 -23.76 9.56 0.15
H -6.31 -24.37 9.40 0.30
H -5.75 -21.31 7.44 0.28
H -5.50 -21.68 9.11 0.24
H -7.10 -22.01 8.38 0.28
H -6.28 -25.37 6.83 0.39
H -5.47 -26.71 6.75 0.00
C -2.27 -29.12 18.34 -1.25
C -2.06 -30.27 17.36 0.60
C -1.30 -29.88 16.10 -1.04
O -1.88 -28.82 15.39 0.06
C -2.97 -29.18 14.57 -0.75
N -1.25 -31.35 17.99 -0.76
H -1.31 -28.65 18.62 0.25
H -2.69 -29.51 19.27 0.46
H -2.95 -28.34 17.98 0.16
H -3.03 -30.70 17.11 0.20
H -1.27 -30.79 15.48 0.27
H -0.25 -29.65 16.29 0.51
H -3.88 -29.31 15.18 0.29
H -2.80 -30.11 14.02 0.42
H -3.14 -28.38 13.86 0.17
H -0.33 -30.95 18.19 0.28
H -1.62 -31.56 18.92 0.28
C 2.76 -21.26 9.80 -0.88
C 1.41 -20.66 10.18 0.22
C 0.45 -21.75 10.61 1.11
O -0.77 -21.10 10.97 -0.54
C -1.78 -21.98 11.37 -0.30
N 1.66 -19.78 11.33 -0.80
H 3.49 -20.51 9.50 0.44
H 2.63 -22.00 9.00 0.25
H 3.17 -21.80 10.66 -0.14
H 0.98 -20.07 9.38 0.48
H 0.83 -22.23 11.52 -0.48
H 0.17 -22.51 9.87 -0.29
H -1.73 -22.95 10.86 -0.13
H -2.76 -21.52 11.21 0.34
H -1.71 -22.15 12.46 0.23
H 0.77 -19.37 11.60 0.37
H 1.94 -20.32 12.15 0.22
C -5.53 -29.92 6.10 -1.42
C -5.35 -29.98 7.61 0.21
C -3.97 -29.47 7.99 0.53
O -2.96 -30.25 7.38 -0.49
C -1.72 -29.67 7.65 0.10
N -6.42 -29.21 8.24 -0.74
H -6.52 -30.22 5.77 0.36
H -4.76 -30.52 5.61 0.37
H -5.33 -28.90 5.74 0.22
H -5.48 -31.02 7.91 0.41
H -3.78 -29.53 9.08 0.11
H -3.93 -28.39 7.77 -0.39
H -0.94 -30.12 7.04 0.27
H -1.40 -29.96 8.66 0.04
H -1.58 -28.60 7.49 0.13
H -6.33 -29.19 9.26 0.32
H -6.29 -28.22 8.02 0.26
C 4.24 -24.80 10.82 -1.66
C 3.63 -26.17 11.07 0.37
C 2.59 -26.17 12.18 -0.51
O 1.89 -27.41 12.23 -0.08
C 0.94 -27.43 13.26 0.05
N 2.98 -26.66 9.82 -0.06
H 4.84 -24.47 11.67 0.44
H 3.51 -24.03 10.61 0.04
H 4.93 -24.83 9.96 0.48
H 4.40 -26.85 11.42 0.10
H 1.84 -25.38 12.02 -0.54
H 3.03 -26.05 13.18 0.93
H 0.52 -28.43 13.33 -0.22
H 0.15 -26.70 13.09 -0.56
H 1.40 -27.18 14.22 0.55
H 2.40 -25.89 9.47 -0.10
H 3.74 -26.69 9.14 0.43

---

(3)
7
Properties=species:S:1:pos:R:3:nbo_charge:R:1 method="wB97M-V/def2-TZVPD" spin_multiplicity=1 smiles="C#C.N=O" relative_energy_kcal_mol=121.8 gap_ev=9.1741
C -1.47 0.31 0.03 -0.22
C -0.94 -0.10 -0.97 -0.22
H -1.94 0.66 0.85 0.21
H -0.14 -0.50 -1.53 0.24
N 1.22 -0.42 0.67 0.02
O 1.87 -0.42 -0.33 -0.27
H 1.40 0.48 1.29 0.24

---

(4)
17
Properties=species:S:1:pos:R:3:nbo_charge:R:1 method="wB97M-V/def2-TZVPD" spin_multiplicity=1 relative_energy_kcal_mol=124.0 gap_ev=6.4009
C -2.18 0.75 0.73 -0.45
N -1.14 -0.33 0.84 -0.59
C -0.47 0.21 -0.31 0.09
C 1.39 -1.68 -0.17 -0.72
S 2.65 -0.95 -1.00 0.02
C 0.67 1.16 -0.22 -0.70
H -2.78 0.64 -0.15 0.21
H -1.80 1.79 0.82 0.18
H -2.93 0.59 1.56 0.20
H -0.48 -0.05 1.66 0.35
H -0.87 -0.13 -1.26 0.20
H 0.88 -2.40 -0.78 0.21
H 1.61 -1.94 0.85 0.20
H 2.54 -1.85 -2.00 0.13
H 1.52 0.65 0.25 0.24
H 0.38 2.05 0.37 0.21
H 1.03 1.51 -1.18 0.24

---

(5)
11
Properties=species:S:1:pos:R:3:nbo_charge:R:1 method="wB97M-V/def2-TZVPD" spin_multiplicity=1 smiles="O=Cc1ncn(O)n1" relative_energy_kcal_mol=97.4 gap_ev=10.3635
O 1.01 -2.47 -1.32 -0.47
C 0.18 -2.08 -0.57 0.41
C -0.01 -0.70 -0.06 0.17
N -1.23 -0.41 0.43 -0.46
C -1.24 0.88 0.61 0.15
N -0.01 1.34 0.30 0.08
O 0.40 2.63 0.38 -0.47
N 0.85 0.29 0.10 -0.23
H -0.71 -2.67 -0.26 0.12
H -2.05 1.58 0.70 0.22
H 0.67 2.64 1.26 0.47

---

(6)
9
Properties=species:S:1:pos:R:3:nbo_charge:R:1 method="wB97M-V/def2-TZVPD" spin_multiplicity=1 relative_energy_kcal_mol=74.4 gap_ev=9.7998
C -0.77 -0.58 0.60 -0.44
C 0.43 -0.51 -0.32 -0.43
C -0.33 0.72 -0.02 -0.22
O 2.45 1.22 -0.44 -0.90
S 1.54 0.64 0.56 1.26
Cl -1.30 1.66 -1.18 0.02
H -1.49 -1.23 0.12 0.23
H -0.92 -0.66 1.71 0.22
H 0.40 -1.26 -1.02 0.25

---

(7)
57
Properties=species:S:1:pos:R:3:nbo_charge:R:1 method="wB97M-V/def2-TZVPD" spin_multiplicity=2 relative_energy_kcal_mol=0.0 gap_ev="6.9944 / 6.4278" s2=0.811
V -0.28 -0.01 0.07 0.33
P -2.31 -0.81 -0.83 0.99
P 2.07 0.59 1.05 0.96
N -0.22 1.55 -0.64 -0.69
H 0.05 -0.83 -1.19 0.10
C -3.73 0.08 -0.09 -0.94
H -4.67 -0.41 -0.40 0.22
H -3.72 1.12 -0.42 0.25
H -3.66 0.08 1.00 0.23
C -2.78 -2.53 -0.47 -0.94
H -3.82 -2.70 -0.79 0.23
H -2.69 -2.74 0.61 0.24
H -2.09 -3.20 -0.99 0.24
C -2.61 -0.64 -2.63 -0.93
H -3.55 -1.14 -2.91 0.23
H -1.76 -1.06 -3.18 0.25
H -2.65 0.41 -2.90 0.26
C 2.27 2.05 2.15 -0.94
H 3.35 2.25 2.29 0.21
H 1.78 1.84 3.11 0.25
H 1.79 2.91 1.67 0.24
C 3.18 -0.58 1.93 -0.94
H 4.10 -0.03 2.20 0.22
H 3.43 -1.43 1.28 0.23
H 2.68 -0.94 2.84 0.23
C 3.24 1.15 -0.27 -0.93
H 4.23 1.29 0.18 0.22
H 2.88 2.11 -0.68 0.25
H 3.28 0.39 -1.07 0.25
C 0.06 2.18 -1.77 0.13
C -0.27 4.11 -3.23 -0.21
C -0.46 3.49 -2.00 -0.25
C 0.79 1.53 -2.81 -0.30
C 0.96 2.16 -4.03 -0.14
C 0.45 3.45 -4.24 -0.28
H -0.70 5.10 -3.39 0.21
H -1.03 3.90 -1.16 0.22
H 1.16 0.50 -2.63 0.22
H 1.49 1.63 -4.83 0.20
H 0.62 3.94 -5.20 0.21
C -0.77 -0.36 3.76 0.59
O -0.21 0.68 3.38 -0.56
C -2.24 -0.33 4.06 -0.72
H -2.62 -1.30 4.37 0.21
H -2.83 0.03 3.21 0.25
H -2.34 0.37 4.90 0.25
C -0.03 -1.68 3.80 -0.73
H 0.86 -1.51 4.43 0.25
H 0.26 -2.01 2.78 0.25
H -0.63 -2.47 4.25 0.22
C 1.41 -3.83 -0.41 -0.27
O 0.72 -2.64 -0.01 -0.56
C 0.99 -1.62 -0.90 0.58
O 1.90 -1.67 -1.72 -0.64
H 2.49 -3.68 -0.48 0.20
H 1.01 -4.14 -1.39 0.19
H 1.21 -4.61 0.33 0.19

---

(8)
24
Properties=species:S:1:pos:R:3:nbo_charge:R:1 method="wB97M-V/def2-TZVPD" spin_multiplicity=1 smiles="C=CS(=O)(=O)C[C@](N)(F)c1ncncn1" gap_ev=9.6446
C 2.16 -2.06 0.00 -0.37
C 1.76 -0.88 -0.44 -0.44
S 1.56 0.27 0.89 2.13
O 0.87 -0.36 1.97 -0.94
O 2.91 0.72 1.20 -0.95
C 0.79 1.80 0.20 -0.66
C -0.66 1.69 -0.34 0.43
N -0.54 1.60 -1.86 -0.84
F -1.43 2.75 0.01 -0.33
C -1.27 0.37 0.03 0.41
N -0.67 -0.68 -0.48 -0.47
C -1.14 -1.82 -0.05 0.30
N -2.22 -2.03 0.63 -0.45
C -2.86 -0.88 0.98 0.31
N -2.35 0.26 0.79 -0.47
H 2.31 -2.99 -0.46 0.22
H 2.06 -2.16 1.15 0.22
H 2.26 -0.32 -1.23 0.24
H 0.72 2.47 1.01 0.27
H 1.57 2.06 -0.54 0.26
H -1.42 1.42 -2.42 0.39
H -0.01 2.36 -2.11 0.36
H -0.48 -2.61 -0.34 0.18
H -3.91 -0.99 1.39 0.20

---

Repeat the seventh record exactly.
57
Properties=species:S:1:pos:R:3:nbo_charge:R:1 method="wB97M-V/def2-TZVPD" spin_multiplicity=2 relative_energy_kcal_mol=0.0 gap_ev="6.9944 / 6.4278" s2=0.811
V -0.28 -0.01 0.07 0.33
P -2.31 -0.81 -0.83 0.99
P 2.07 0.59 1.05 0.96
N -0.22 1.55 -0.64 -0.69
H 0.05 -0.83 -1.19 0.10
C -3.73 0.08 -0.09 -0.94
H -4.67 -0.41 -0.40 0.22
H -3.72 1.12 -0.42 0.25
H -3.66 0.08 1.00 0.23
C -2.78 -2.53 -0.47 -0.94
H -3.82 -2.70 -0.79 0.23
H -2.69 -2.74 0.61 0.24
H -2.09 -3.20 -0.99 0.24
C -2.61 -0.64 -2.63 -0.93
H -3.55 -1.14 -2.91 0.23
H -1.76 -1.06 -3.18 0.25
H -2.65 0.41 -2.90 0.26
C 2.27 2.05 2.15 -0.94
H 3.35 2.25 2.29 0.21
H 1.78 1.84 3.11 0.25
H 1.79 2.91 1.67 0.24
C 3.18 -0.58 1.93 -0.94
H 4.10 -0.03 2.20 0.22
H 3.43 -1.43 1.28 0.23
H 2.68 -0.94 2.84 0.23
C 3.24 1.15 -0.27 -0.93
H 4.23 1.29 0.18 0.22
H 2.88 2.11 -0.68 0.25
H 3.28 0.39 -1.07 0.25
C 0.06 2.18 -1.77 0.13
C -0.27 4.11 -3.23 -0.21
C -0.46 3.49 -2.00 -0.25
C 0.79 1.53 -2.81 -0.30
C 0.96 2.16 -4.03 -0.14
C 0.45 3.45 -4.24 -0.28
H -0.70 5.10 -3.39 0.21
H -1.03 3.90 -1.16 0.22
H 1.16 0.50 -2.63 0.22
H 1.49 1.63 -4.83 0.20
H 0.62 3.94 -5.20 0.21
C -0.77 -0.36 3.76 0.59
O -0.21 0.68 3.38 -0.56
C -2.24 -0.33 4.06 -0.72
H -2.62 -1.30 4.37 0.21
H -2.83 0.03 3.21 0.25
H -2.34 0.37 4.90 0.25
C -0.03 -1.68 3.80 -0.73
H 0.86 -1.51 4.43 0.25
H 0.26 -2.01 2.78 0.25
H -0.63 -2.47 4.25 0.22
C 1.41 -3.83 -0.41 -0.27
O 0.72 -2.64 -0.01 -0.56
C 0.99 -1.62 -0.90 0.58
O 1.90 -1.67 -1.72 -0.64
H 2.49 -3.68 -0.48 0.20
H 1.01 -4.14 -1.39 0.19
H 1.21 -4.61 0.33 0.19